2 unconnected molecules or ions with the total composition C4H10NP at a distorted geometry, computed with wB97M-V/def2-TZVPD.

```
16
Properties=species:S:1:pos:R:3:lowdin_charge:R:1
C -0.236 -0.530 -0.764 -0.301
C -1.319 1.133 1.325 -0.231
C 0.481 2.204 0.077 -0.193
C 1.034 -2.906 -1.037 -0.359
N -0.706 1.442 0.068 -0.166
P 0.954 -1.329 0.033 0.833
H -0.841 -0.573 -1.637 -0.006
H -1.886 1.962 1.794 0.075
H -1.872 0.259 1.043 0.046
H -0.805 0.943 2.335 0.088
H 0.817 2.498 -0.862 0.052
H 0.228 3.057 0.646 0.075
H 1.270 1.570 0.488 0.052
H 0.886 -2.712 -2.076 0.011
H 1.826 -3.623 -0.833 0.018
H 0.168 -3.394 -0.598 0.006
```

ΔE to the lowest compared entry with this formula, charge and spin   4.6388 eV
Frontier orbital gap (spin up / spin down)   8.4 / 8.4 eV
Strongest force on any atom   3.800 eV/Å
HOMO level (spin up / spin down)   -8.2 / -8.2 eV

=====

A molecular structure, C46H47CaN4O8P4S at a distorted geometry, computed with wB97M-V/def2-TZVPD.

```
111
Properties=species:S:1:pos:R:3:lowdin_charge:R:1
Ca -2.216 1.604 0.016 1.237
C -3.679 -2.728 4.203 -0.100
C -2.778 -2.767 3.151 -0.075
C -2.203 -1.589 2.685 -0.060
C -2.515 -0.382 3.281 -0.236
C -3.407 -0.336 4.342 -0.035
C -3.992 -1.507 4.797 -0.091
N -1.860 0.809 2.721 0.051
N -2.041 1.800 3.419 0.053
C -1.533 3.082 2.909 -0.326
C -1.329 4.024 3.914 -0.067
C -1.007 5.326 3.568 -0.117
C -0.909 5.656 2.215 -0.118
C -1.071 4.670 1.248 -0.159
C -1.411 3.330 1.544 -0.200
H -4.154 -3.639 4.548 0.093
H -2.515 -3.709 2.682 0.097
H -1.540 -1.599 1.827 0.060
H -3.641 0.619 4.791 0.101
H -4.707 -1.466 5.611 0.095
H -1.403 3.723 4.955 0.097
H -0.861 6.078 4.334 0.088
H -0.728 6.686 1.924 0.088
H -0.959 4.970 0.206 0.069
O -5.037 -1.639 0.092 -0.106
P -4.315 -0.265 -0.293 0.175
O -4.611 0.156 -1.692 -0.286
O -2.852 -0.418 0.063 -0.474
O -4.982 0.763 0.796 -0.290
P -5.199 2.391 0.387 0.212
O -5.037 3.054 1.840 -0.126
O -6.552 2.621 -0.121 -0.281
O -3.959 2.772 -0.416 -0.466
H -5.992 -1.520 0.052 0.080
H -4.106 3.176 2.072 0.040
O -2.270 1.481 -2.351 -0.255
C -2.389 2.721 -3.021 -0.189
C -1.069 3.433 -2.861 -0.242
C -0.675 4.425 -3.749 -0.024
C 0.518 5.085 -3.529 -0.071
C 1.280 4.743 -2.421 -0.066
C 0.810 3.745 -1.589 -0.138
N -0.339 3.089 -1.796 0.122
H -3.184 1.095 -2.239 0.045
H -3.167 3.339 -2.566 0.122
H -2.637 2.585 -4.074 0.126
H -1.302 4.667 -4.600 0.114
H 0.851 5.860 -4.210 0.104
H 2.221 5.234 -2.209 0.101
H 1.369 3.461 -0.703 0.087
C 6.388 -1.947 -0.458 -0.417
S 6.086 -1.644 -2.212 0.788
C 4.287 -1.447 -2.156 -0.524
C 3.833 -0.280 -1.281 -0.243
C 2.364 0.077 -1.460 -0.289
N 1.445 -0.940 -0.865 -0.436
P 1.070 -0.757 0.845 1.053
C 1.836 -2.242 1.590 -0.403
C 1.470 -2.544 2.905 -0.094
C 1.987 -3.666 3.541 -0.080
C 2.885 -4.492 2.874 -0.095
C 3.254 -4.195 1.567 -0.084
C 2.724 -3.079 0.930 -0.118
C 2.238 0.498 1.516 -0.350
C 3.443 0.224 2.166 -0.097
C 4.190 1.253 2.729 -0.084
C 3.735 2.568 2.668 -0.087
C 2.537 2.854 2.030 -0.071
C 1.803 1.824 1.457 -0.117
P -0.142 -0.798 -1.729 1.079
C 0.426 -1.375 -3.397 -0.362
C 1.294 -2.455 -3.565 -0.099
C 1.636 -2.889 -4.836 -0.084
C 1.092 -2.264 -5.959 -0.097
C 0.221 -1.198 -5.800 -0.088
C -0.102 -0.750 -4.519 -0.091
C -0.976 -2.403 -1.338 -0.363
C -2.225 -2.576 -1.941 -0.109
C -2.961 -3.727 -1.720 -0.077
C -2.455 -4.736 -0.901 -0.093
C -1.210 -4.581 -0.315 -0.087
C -0.472 -3.417 -0.534 -0.097
H 7.389 -2.371 -0.370 0.025
H 5.662 -2.666 -0.068 0.025
H 6.337 -1.028 0.125 0.029
H 3.867 -2.394 -1.818 0.047
H 3.984 -1.295 -3.194 0.069
H 4.433 0.598 -1.540 0.117
H 4.021 -0.503 -0.229 0.074
H 2.159 0.147 -2.529 0.097
H 2.176 1.068 -1.043 0.080
H 0.769 -1.899 3.428 0.105
H 1.682 -3.898 4.555 0.102
H 3.292 -5.366 3.368 0.096
H 3.954 -4.834 1.042 0.100
H 2.987 -2.855 -0.097 0.073
H 3.803 -0.796 2.245 0.101
H 5.120 1.022 3.236 0.098
H 4.307 3.362 3.134 0.099
H 2.146 3.866 2.003 0.106
H 0.848 2.055 0.995 0.064
H 1.695 -2.954 -2.689 0.098
H 2.317 -3.723 -4.957 0.101
H 1.347 -2.614 -6.951 0.096
H -0.207 -0.712 -6.669 0.098
H -0.772 0.096 -4.388 0.095
H -2.648 -1.779 -2.549 0.106
H -3.942 -3.829 -2.167 0.106
H -3.039 -5.630 -0.715 0.095
H -0.804 -5.358 0.323 0.099
H 0.496 -3.314 -0.067 0.056
```

ΔE to the lowest compared entry with this formula, charge and spin   0.0000 eV
Frontier orbital gap   7.5 eV
Strongest force on any atom   2.771 eV/Å
HOMO level   -5.5 eV
Charge   -1

=====

2 unconnected molecules or ions with the total composition C31H41Br2NO7P2 at a distorted geometry, computed with wB97M-V/def2-TZVPD.

```
84
Properties=species:S:1:pos:R:3:lowdin_charge:R:1
C -3.620 -7.250 4.794 -0.164
C -3.599 -6.741 3.341 -0.430
P -3.167 -4.966 3.136 1.053
C -3.823 -4.657 1.438 -0.389
C -5.288 -4.226 1.496 -0.151
C -1.368 -4.610 3.009 -0.219
C -0.268 -5.434 3.332 -0.237
C -0.400 -6.814 3.952 -0.163
P -0.312 -6.716 5.756 0.427
O -0.673 -7.944 6.459 -0.265
O 1.254 -6.381 6.026 -0.135
O -1.079 -5.395 6.222 -0.111
C 1.053 -5.000 3.159 -0.044
C 1.345 -3.743 2.669 0.002
C 0.282 -2.911 2.356 -0.089
C -1.042 -3.316 2.524 -0.074
C -2.061 -2.272 2.164 -0.309
O -3.097 -2.131 2.742 0.131
C -1.685 -1.366 1.028 0.005
C -2.650 -0.867 0.143 -0.038
C -4.144 -1.147 0.221 -0.739
O -4.821 -0.370 0.893 0.009
O -4.489 -2.083 -0.518 -0.023
C -2.248 -0.064 -0.920 0.015
C -0.910 0.253 -1.105 -0.019
C 0.070 -0.205 -0.228 -0.236
C 1.481 0.220 -0.536 -0.679
Br 2.675 -1.333 -0.753 0.741
C 2.090 1.271 0.416 -0.697
C 1.121 1.933 1.374 -0.142
Br 2.795 2.739 -0.737 0.651
C -0.335 -1.020 0.838 -0.053
C 0.623 -1.571 1.820 -0.320
O 1.633 -1.005 2.171 0.065
H -4.598 -7.673 5.007 0.065
H -2.909 -8.055 4.934 0.049
H -3.474 -6.445 5.504 0.050
H -3.073 -7.435 2.684 0.069
H -4.628 -6.783 2.987 0.067
H -3.196 -3.988 0.857 0.064
H -3.772 -5.622 0.930 0.074
H -5.544 -3.607 0.644 0.050
H -5.909 -5.123 1.441 0.059
H -5.542 -3.744 2.434 0.063
H -1.213 -7.426 3.591 0.071
H 0.515 -7.353 3.721 0.099
H 1.446 -5.439 5.947 0.071
H -0.547 -4.838 6.799 0.089
H 1.868 -5.656 3.427 0.112
H 2.363 -3.412 2.546 0.118
H -2.995 0.311 -1.600 0.125
H -0.643 0.868 -1.955 0.107
H 1.463 0.642 -1.528 0.026
H 2.943 0.872 0.946 0.066
H 1.650 2.733 1.885 0.068
H 0.294 2.383 0.830 0.082
H 0.751 1.241 2.116 0.078
C 1.998 8.631 -6.216 -0.086
C 2.568 7.215 -6.350 -0.200
C 1.800 6.126 -5.608 -0.114
N 2.155 5.874 -4.164 -0.271
C 1.088 4.975 -3.612 0.014
C 3.506 5.207 -4.010 -0.077
C 4.522 6.329 -3.813 -0.130
C 3.716 7.547 -3.324 -0.126
C 2.253 7.112 -3.311 -0.083
H 2.261 9.107 -5.272 0.056
H 2.392 9.266 -7.008 0.083
H 0.911 8.628 -6.306 0.085
H 3.630 7.204 -6.111 0.099
H 2.507 6.945 -7.406 0.122
H 1.949 5.168 -6.104 0.135
H 0.732 6.343 -5.631 0.135
H 1.063 4.065 -4.206 0.120
H 0.137 5.497 -3.667 0.116
H 1.327 4.741 -2.579 0.067
H 3.457 4.581 -3.123 0.093
H 3.700 4.582 -4.877 0.143
H 5.042 6.556 -4.742 0.105
H 5.288 6.031 -3.101 0.123
H 3.876 8.402 -3.980 0.104
H 4.023 7.862 -2.329 0.122
H 1.547 7.854 -3.674 0.129
H 1.957 6.820 -2.305 0.137
```

Frontier orbital gap   5.7 eV
Strongest force on any atom   1.311 eV/Å
HOMO level   -6.6 eV

=====

C4H8O2 in the gas phase, computed with wB97M-V/def2-TZVPD.

```
14
Properties=species:S:1:pos:R:3:lowdin_charge:R:1
C -0.880 1.057 1.291 -0.032
C 0.424 0.904 0.567 -0.307
O 1.155 -0.311 0.635 -0.031
C 0.624 0.100 -0.640 -0.226
C -0.233 -1.019 -1.179 -0.213
O 0.642 -2.123 -1.260 -0.055
H -1.516 0.176 1.187 0.076
H -1.397 1.917 0.852 0.087
H -0.719 1.259 2.355 0.083
H 1.099 1.755 0.675 0.142
H 1.374 0.439 -1.354 0.148
H -0.616 -0.832 -2.185 0.126
H -1.084 -1.236 -0.521 0.116
H 1.129 -2.085 -0.421 0.085
```

ΔE to the lowest compared entry with this formula, charge and spin   2.0880 eV
Frontier orbital gap   11.3 eV
Strongest force on any atom   0.448 eV/Å
HOMO level   -10.3 eV
SMILES string   C[C@H]1O[C@H]1CO

=====

C2H7BO3 in the gas phase at a distorted geometry, computed with wB97M-V/def2-TZVPD.

```
13
Properties=species:S:1:pos:R:3:lowdin_charge:R:1
B -0.908 -0.204 0.137 -0.686
C 1.478 -0.250 -0.584 -0.064
C 0.290 0.669 -0.393 -0.344
O -2.039 0.509 0.540 0.162
O -0.683 -1.491 0.283 0.194
O 0.666 1.664 0.542 -0.021
H 2.311 0.207 -0.977 0.045
H 1.652 -0.684 0.430 0.102
H 1.326 -1.105 -1.291 0.100
H -0.038 1.072 -1.424 0.163
H -2.537 -0.098 1.089 0.093
H -1.504 -2.074 0.431 0.169
H -0.015 1.786 1.217 0.087
```

ΔE to the lowest compared entry with this formula, charge and spin   1.8736 eV
Frontier orbital gap   9.9 eV
Strongest force on any atom   4.488 eV/Å
HOMO level   -9.8 eV
SMILES string   C[C@H](O)B(O)O

=====

A molecular structure, C21H30N4O4SSbSe4W at a distorted geometry, computed with wB97M-V/def2-TZVPD.

```
66
Properties=species:S:1:pos:R:3:lowdin_charge:R:1
W 0.864 0.063 0.335 1.088
C 3.510 -3.235 1.558 -0.048
O 2.671 -3.727 2.610 -0.065
C 1.324 -3.761 2.429 -0.208
C 0.662 -4.890 2.865 0.036
C -0.732 -5.000 2.838 -0.059
C -1.476 -3.962 2.342 -0.032
C -0.830 -2.807 1.868 -0.137
C -1.595 -1.669 1.472 -0.021
N -1.077 -0.685 0.828 -0.140
N -1.911 0.484 0.778 0.103
C -1.394 1.510 0.201 -0.371
O -0.133 1.489 -0.394 -0.282
C -2.144 2.774 0.110 -0.159
C -1.565 3.850 -0.552 -0.018
C -2.262 5.045 -0.673 -0.060
C -3.534 5.160 -0.134 -0.064
C -4.113 4.082 0.528 -0.062
C -3.423 2.889 0.654 -0.019
C 0.575 -2.672 1.927 -0.259
O 1.188 -1.548 1.624 -0.419
H 4.528 -3.357 1.919 0.102
H 3.333 -2.182 1.357 0.032
H 3.373 -3.833 0.655 0.048
H 1.271 -5.700 3.251 0.133
H -1.209 -5.897 3.208 0.113
H -2.558 -4.019 2.302 0.120
H -2.640 -1.574 1.760 0.151
H -0.576 3.749 -0.978 0.111
H -1.810 5.884 -1.186 0.110
H -4.080 6.090 -0.231 0.111
H -5.105 4.174 0.949 0.110
H -3.867 2.042 1.159 0.112
N 1.476 1.600 -3.063 -0.004
C 0.464 2.060 -4.026 -0.286
C 0.055 0.938 -4.956 -0.201
C -0.547 -0.329 -4.329 -0.194
C -1.620 -0.123 -3.260 -0.238
N -1.313 -0.773 -1.956 -0.046
H 1.859 2.399 -2.565 0.067
H 2.271 1.228 -3.580 0.055
H 0.829 2.889 -4.643 0.111
H -0.397 2.439 -3.470 0.091
H 0.932 0.629 -5.531 0.097
H -0.672 1.345 -5.666 0.117
H 0.257 -0.926 -3.891 0.040
H -0.964 -0.920 -5.146 0.111
H -2.572 -0.515 -3.625 0.110
H -1.762 0.940 -3.056 0.099
H -1.153 -1.760 -2.154 0.064
H -2.185 -0.731 -1.436 0.062
Se 3.153 -5.054 -2.215 0.083
Sb 2.760 -2.848 -2.846 0.102
Se 3.103 0.737 0.552 0.305
Se 1.712 -1.348 -1.185 0.192
Se 3.404 -1.793 -4.818 0.084
C 2.463 2.135 3.675 -0.231
S 1.827 0.546 3.147 0.858
C 0.865 0.132 4.593 -0.209
O 0.645 0.940 2.133 -0.697
H 2.497 2.149 4.764 0.067
H 1.800 2.912 3.300 0.078
H 3.457 2.248 3.255 0.040
H 1.592 -0.124 5.366 0.076
H 0.268 -0.745 4.348 0.061
H 0.232 0.960 4.907 0.076
```

ΔE to the lowest compared entry with this formula, charge and spin   5.1813 eV
Frontier orbital gap (spin up / spin down)   5.3 / 5.3 eV
Strongest force on any atom   3.750 eV/Å
HOMO level (spin up / spin down)   -10.5 / -10.5 eV
Charge   +1